{"formula": "C30H22N7O9V", "method": "ωB97M-V/def2-TZVPD", "elements": ["V", "C", "C", "N", "C", "C", "C", "C", "C", "C", "C", "C", "C", "N", "C", "H", "H", "H", "H", "H", "H", "H", "H", "O", "C", "C", "C", "C", "N", "C", "C", "C", "C", "C", "C", "O", "C", "C", "N", "H", "H", "H", "H", "H", "H", "H", "H", "H", "H", "H", "H", "O", "N", "O", "C", "C", "C", "C", "O", "C", "C", "N", "O", "O", "N", "O", "O", "H", "H"], "positions_angstrom": [[-0.1390, 0.5935, -0.0145], [-0.1539, 1.1858, 4.3755], [-0.5830, 1.0525, 3.0526], [0.2128, 0.6239, 2.0839], [1.4885, 0.2752, 2.4073], [2.0078, 0.3895, 3.6959], [1.1414, 0.8708, 4.6961], [3.3710, 0.0002, 3.9388], [4.1396, -0.4993, 2.9477], [3.6151, -0.6638, 1.6180], [4.3462, -1.2105, 0.5462], [3.7514, -1.3509, -0.6832], [2.4259, -0.9364, -0.8517], [1.7202, -0.4113, 0.1375], [2.3016, -0.2756, 1.3578], [-0.8458, 1.5408, 5.1247], [-1.5955, 1.3141, 2.7738], [1.4997, 0.9769, 5.7120], [3.7678, 0.1085, 4.9388], [5.1621, -0.7940, 3.1406], [5.3705, -1.5230, 0.7024], [4.2846, -1.7784, -1.5195], [1.9195, -1.0473, -1.8044], [-5.7211, -3.4263, -0.3201], [-4.4495, -4.0153, -0.4240], [-3.4085, -2.9437, -0.2731], [-2.0540, -3.2628, -0.2740], [-1.1280, -2.2524, -0.1473], [-1.4809, -0.9661, -0.0192], [-2.7912, -0.6452, -0.0220], [-3.7716, -1.6084, -0.1404], [-3.0733, 0.8100, 0.1106], [-4.3467, 1.3439, 0.1382], [-4.5111, 2.7166, 0.2734], [-5.8817, 3.3328, 0.2955], [-6.8374, 2.3044, 0.2519], [-3.3719, 3.5097, 0.3870], [-2.1321, 2.9116, 0.3482], [-1.9764, 1.5868, 0.2088], [-6.4009, -4.0968, -0.4418], [-4.2998, -4.5004, -1.3967], [-4.2830, -4.7742, 0.3502], [-1.7203, -4.2864, -0.3769], [-0.0662, -2.4654, -0.1519], [-4.8203, -1.3526, -0.1392], [-5.2237, 0.7198, 0.0580], [-5.9663, 4.0092, -0.5646], [-5.9748, 3.9428, 1.2027], [-7.7220, 2.6824, 0.2156], [-3.4467, 4.5820, 0.5042], [-1.2271, 3.4984, 0.4444], [3.1686, 4.7643, -5.2442], [2.8070, 3.6657, -5.5929], [2.8549, 3.2103, -6.7095], [2.0615, 2.8743, -4.5942], [1.9421, 3.3555, -3.3163], [1.2534, 2.5853, -2.3860], [0.6212, 1.3626, -2.7105], [-0.1621, 0.7503, -1.8688], [0.8391, 0.9004, -4.0292], [1.5270, 1.6454, -4.9601], [0.3631, -0.4373, -4.4582], [0.4810, -0.7065, -5.6259], [-0.1118, -1.1688, -3.6105], [1.1844, 3.1048, -1.0392], [1.3969, 4.2604, -0.8366], [0.9124, 2.3312, -0.0759], [2.3883, 4.3032, -3.0450], [1.6617, 1.2667, -5.9651]], "forces_ev_per_angstrom": [[-0.09, -0.06, 0.13], [-0.04, 0.01, -0.01], [0.03, 0.07, 0.02], [0.00, -0.03, 0.23], [0.03, -0.13, -0.14], [0.02, -0.01, -0.01], [0.06, -0.02, 0.00], [-0.05, 0.00, -0.03], [-0.04, 0.00, -0.07], [0.00, 0.02, 0.09], [0.00, 0.00, 0.00], [-0.04, 0.01, 0.01], [0.08, -0.09, -0.02], [0.08, 0.00, 0.01], [-0.14, 0.08, 0.05], [-0.02, 0.01, 0.01], [0.01, -0.01, -0.01], [0.01, 0.00, 0.01], [0.00, 0.01, 0.03], [0.02, -0.01, 0.00], [0.02, -0.01, 0.00], [0.01, 0.00, -0.01], [-0.01, 0.01, 0.00], [-0.01, -0.01, 0.00], [0.03, -0.01, 0.00], [0.01, -0.02, -0.01], [-0.02, 0.01, -0.01], [-0.05, -0.05, -0.01], [-0.02, -0.26, -0.01], [0.05, 0.19, 0.03], [-0.07, -0.01, -0.01], [0.13, -0.20, -0.02], [-0.08, -0.01, 0.01], [-0.03, 0.03, 0.00], [0.05, 0.02, 0.00], [-0.01, 0.00, -0.01], [0.01, -0.04, -0.01], [-0.06, 0.03, 0.02], [-0.05, 0.07, -0.01], [0.00, 0.01, 0.00], [0.00, 0.01, 0.02], [0.00, 0.02, -0.01], [0.01, -0.01, 0.00], [-0.04, 0.01, 0.01], [0.01, 0.02, 0.00], [0.01, -0.01, 0.00], [0.01, -0.02, 0.02], [0.01, -0.02, -0.02], [0.01, -0.01, 0.00], [0.01, 0.03, 0.00], [0.00, -0.01, -0.01], [0.45, 0.00, 0.16], [-1.09, 0.42, -0.28], [0.39, -0.22, -0.04], [0.12, -0.34, 0.23], [0.07, 0.07, -0.01], [0.06, 0.01, 0.04], [-0.15, -0.16, 0.17], [0.03, 0.11, -0.38], [0.06, -0.07, -0.01], [0.15, 0.04, 0.02], [-0.26, 0.22, 0.01], [0.04, -0.03, -0.10], [0.19, -0.08, 0.10], [-0.21, 0.01, -0.11], [0.12, 0.02, 0.02], [0.19, 0.42, -0.10], [-0.01, -0.03, 0.00], [-0.01, 0.01, 0.02]], "homo_lumo_gap_ev": [7.77, 7.92], "s_squared": 2.011, "spin_multiplicity": 3, "homo_ev": [-14.68, -14.81], "total_charge": 2}

=====

{"formula": "C29H22BN5O3SZr", "method": "ωB97M-V/def2-TZVPD", "elements": ["Zr", "O", "C", "N", "C", "C", "C", "C", "C", "C", "N", "C", "O", "C", "C", "C", "C", "C", "N", "C", "C", "C", "C", "C", "N", "H", "H", "H", "H", "H", "H", "H", "H", "H", "H", "H", "H", "B", "C", "N", "H", "H", "H", "C", "C", "O", "S", "C", "C", "C", "C", "C", "C", "C", "C", "H", "H", "H", "H", "H", "H", "H"], "positions_angstrom": [[1.9850, -0.1032, 1.0291], [0.6002, 0.2954, 5.0340], [0.8670, 0.4052, 3.8523], [1.4262, -0.5325, 3.0286], [1.7758, -1.8419, 3.4694], [1.9538, -2.2271, 4.7906], [2.3642, -3.5227, 5.0808], [2.6114, -4.4229, 4.0614], [2.4587, -4.0466, 2.7319], [2.0389, -2.7585, 2.4292], [1.9283, -2.2156, 1.1137], [1.9871, -2.9850, -0.0171], [2.0662, -4.1967, -0.0911], [1.9705, -2.1808, -1.3037], [1.7097, -2.8123, -2.5090], [1.7051, -2.0373, -3.6554], [1.9705, -0.6779, -3.5589], [2.2167, -0.1291, -2.3148], [2.2145, -0.8776, -1.2070], [0.5536, 1.7095, 3.1455], [-0.3889, 2.5671, 3.6864], [-0.6755, 3.7247, 2.9844], [-0.0146, 3.9766, 1.7896], [0.9015, 3.0557, 1.3190], [1.1801, 1.9346, 1.9945], [1.7596, -1.5203, 5.5796], [2.4914, -3.8163, 6.1141], [2.9359, -5.4299, 4.2880], [2.6573, -4.7444, 1.9375], [1.5225, -3.8755, -2.5076], [1.4974, -2.4870, -4.6177], [1.9819, -0.0424, -4.4327], [2.4151, 0.9258, -2.1834], [-0.8542, 2.3042, 4.6245], [-1.4092, 4.4241, 3.3632], [-0.2129, 4.8713, 1.2175], [1.4293, 3.1950, 0.3865], [4.7174, -0.1525, 1.3227], [4.1297, 1.0475, 0.4519], [3.3513, 1.7420, -0.0605], [5.8345, 0.0656, 1.6813], [3.9636, -0.1863, 2.2950], [4.5780, -1.1459, 0.6450], [-7.4841, 1.3936, -5.3303], [-6.1926, 1.0977, -4.6089], [-5.8007, -0.0101, -4.3764], [-5.3787, 2.5907, -4.0321], [-4.1105, 1.9300, -2.9984], [-4.0948, 2.2517, -1.6468], [-3.0741, 1.7966, -0.8319], [-2.0590, 0.9966, -1.3534], [-2.0938, 0.6572, -2.7094], [-3.1018, 1.1278, -3.5265], [-0.9750, 0.5459, -0.5340], [-0.0306, 0.1712, 0.1360], [-7.6805, 0.5853, -6.0308], [-7.4542, 2.3502, -5.8489], [-8.2868, 1.4277, -4.5923], [-4.8875, 2.8622, -1.2344], [-3.0602, 2.0530, 0.2193], [-1.3131, 0.0252, -3.1129], [-3.1167, 0.8714, -4.5761]], "forces_ev_per_angstrom": [[-0.54, 0.51, -0.61], [-0.12, 0.02, -0.06], [0.16, -0.19, 0.08], [0.05, 0.00, 0.05], [0.04, 0.01, -0.08], [-0.12, -0.01, 0.01], [-0.01, 0.03, -0.01], [0.00, -0.01, -0.03], [-0.07, -0.01, 0.09], [-0.01, 0.05, -0.12], [0.13, -0.09, 0.01], [0.14, -0.05, 0.26], [-0.13, 0.04, -0.06], [-0.08, -0.40, 0.23], [0.09, 0.20, 0.01], [-0.02, -0.10, 0.01], [0.02, 0.10, 0.07], [0.00, -0.08, -0.07], [-0.01, 0.06, 0.22], [-0.11, -0.48, 0.37], [0.22, 0.16, -0.17], [-0.04, -0.04, 0.10], [0.07, -0.02, -0.08], [0.02, 0.06, 0.10], [0.00, -0.18, -0.09], [0.01, 0.00, 0.01], [0.01, -0.01, 0.01], [0.00, -0.01, 0.02], [0.01, -0.01, -0.01], [0.00, -0.01, 0.00], [0.00, 0.01, -0.01], [0.00, 0.00, -0.01], [0.00, -0.02, -0.01], [0.00, 0.00, 0.00], [0.00, 0.02, -0.02], [0.00, 0.01, -0.01], [-0.01, 0.02, 0.00], [0.08, 0.26, -0.24], [-0.01, 0.15, 0.09], [0.18, -0.11, -0.03], [0.01, -0.11, 0.05], [-0.05, 0.09, 0.02], [-0.01, 0.01, -0.02], [0.13, -0.01, -0.12], [-0.26, -0.04, 0.30], [0.12, 0.04, -0.08], [-0.08, 0.05, -0.09], [0.21, -0.13, 0.02], [-0.12, 0.07, -0.04], [0.03, 0.01, 0.08], [0.02, -0.03, -0.07], [0.04, -0.02, 0.03], [-0.09, 0.05, -0.04], [-0.07, -0.03, 0.02], [0.16, 0.16, -0.04], [-0.04, 0.01, -0.01], [0.01, 0.02, 0.00], [0.02, -0.01, 0.01], [0.00, 0.00, 0.00], [0.01, 0.00, 0.00], [0.00, 0.01, 0.00], [0.00, -0.01, -0.02]], "homo_lumo_gap_ev": 7.01, "spin_multiplicity": 1, "homo_ev": -7.87, "total_charge": 0}

=====

{"formula": "C8H15O5Sn", "method": "ωB97M-V/def2-TZVPD", "elements": ["C", "O", "C", "C", "O", "C", "C", "O", "H", "H", "H", "H", "H", "H", "H", "H", "O", "C", "C", "O", "C", "Sn", "H", "H", "H", "H", "H", "H", "H"], "positions_angstrom": [[-2.9852, -1.2943, -1.2455], [-3.0102, -0.5121, -0.2894], [-2.5499, -0.9017, 1.0512], [-1.9479, 0.3092, 1.7105], [-0.7014, 0.6761, 1.1076], [-0.6746, 1.8986, 0.3598], [0.1874, 1.7578, -0.8776], [0.5161, 2.6960, -1.5357], [-2.4637, -2.2594, -1.1734], [-3.3168, -0.8961, -2.2104], [-1.8439, -1.7334, 0.9375], [-3.4481, -1.2207, 1.5924], [-2.6315, 1.1657, 1.6861], [-1.7629, 0.0535, 2.7614], [-0.2894, 2.7015, 1.0032], [-1.6880, 2.1515, 0.0203], [2.1767, 1.2233, 0.9365], [3.1297, 0.7503, 0.0412], [3.1056, -0.7725, -0.0805], [1.7255, -1.2205, -0.0584], [1.0538, -1.1995, -1.2916], [1.0256, -0.1241, 1.4417], [4.1645, 1.0497, 0.2880], [2.8988, 1.1625, -0.9628], [3.5941, -1.2465, 0.7816], [3.5775, -1.1387, -1.0018], [1.3443, -2.1819, -1.6912], [0.2000, -1.1998, -1.9727], [0.6138, 0.3055, -1.3279]], "forces_ev_per_angstrom": [[1.05, 0.20, -0.65], [-0.59, 0.06, -0.29], [0.17, -0.31, 0.56], [-0.54, -0.18, 0.67], [-4.00, 2.19, -1.84], [-0.54, 1.20, -0.36], [1.49, -0.56, -1.86], [-0.52, -1.65, 0.94], [-0.52, -0.04, 0.13], [-0.32, -0.19, 0.23], [-0.15, 0.14, 0.07], [0.15, 0.07, -0.12], [0.19, -0.18, 0.00], [0.02, 0.03, -0.18], [-0.06, -0.11, -0.30], [0.22, -0.01, 0.11], [1.60, 2.58, -0.72], [0.91, 0.27, -1.97], [1.88, 0.12, -0.40], [-1.48, -0.68, -1.80], [1.94, -3.49, -2.31], [0.75, -4.17, 7.60], [-0.51, -0.02, 0.12], [0.29, -0.02, 0.33], [-0.36, -0.11, -0.16], [-0.15, 0.14, 0.28], [1.42, 0.44, -0.81], [-1.87, 0.93, 1.89], [-0.44, 3.33, 0.82]], "homo_lumo_gap_ev": [5.61, 5.57], "s_squared": 0.770, "spin_multiplicity": 2, "homo_ev": [-15.45, -15.44], "total_charge": 2}